{
  "formula": "C12H20O2",
  "method": "the ωB97M-V functional and the def2-TZVPD basis",
  "symbols": ["O", "O", "C", "C", "C", "C", "C", "C", "C", "C", "C", "C", "C", "C", "H", "H", "H", "H", "H", "H", "H", "H", "H", "H", "H", "H", "H", "H", "H", "H", "H", "H", "H", "H"],
  "xyz": [[1.5423, 2.5575, 0.8045], [1.0139, 0.6872, -0.4388], [-0.7861, -1.6106, -0.7529], [-1.1143, -2.3002, 2.3620], [-0.3126, -1.1342, 1.7321], [1.8814, 1.6196, 0.0666], [-0.3981, 0.8044, -0.0393], [3.3629, 1.4656, -0.1922], [-1.3683, 1.3329, -1.1262], [-1.2974, -1.0512, -2.0700], [-1.5479, 0.3066, -2.2318], [1.1510, -1.5889, 1.6064], [-0.9090, 2.6565, -1.7154], [-0.9254, -0.6089, 0.3778], [1.7566, -0.8014, 1.1915], [-1.1584, -3.1882, 1.7175], [-0.3686, -0.3299, 2.4715], [-1.5022, -1.6960, -2.9230], [3.8204, 2.3603, -0.6029], [-0.6318, -2.5958, 3.2870], [3.8430, 1.2560, 0.7364], [3.5313, 0.6530, -0.9023], [-0.0425, 2.5169, -2.3593], [1.5828, -1.8465, 2.5799], [-1.8910, 0.6421, -3.1928], [-0.6591, 3.3553, -0.9673], [-1.9925, -0.5673, 0.5568], [0.2457, -1.8627, -0.8751], [-0.4993, 1.4344, 0.8395], [-1.3227, -2.5337, -0.5331], [-2.3455, 1.4532, -0.6502], [-2.1359, -2.0054, 2.5943], [-1.7391, 3.1074, -2.3233], [1.2163, -2.4881, 0.9722]],
  "atomic_forces_ev_per_a": [[0.0191, -2.0137, -1.6380], [0.1335, 1.0992, 0.1401], [-0.5320, 0.2669, -0.8844], [-0.0073, 0.2812, -0.6078], [-0.0405, -0.5483, -0.2075], [-0.9152, 2.2924, 1.9847], [-1.2668, -1.1357, 0.4733], [-0.7612, -1.0668, -1.5641], [1.1170, -0.4736, -0.6433], [-0.5831, 3.2277, 0.0228], [0.6828, -3.2363, 0.9081], [-0.2838, -0.2202, 0.1252], [-1.1857, -0.1514, -1.2738], [1.0274, -0.3950, 0.7917], [0.3246, 0.0658, -0.2450], [0.0770, 0.2096, 0.0419], [0.0800, 0.2317, -0.1807], [0.2237, -0.0682, 0.2477], [-0.3670, 0.2504, 0.0514], [0.0535, -0.0765, 0.1994], [0.2760, -0.2393, 0.7071], [0.1873, -0.0451, 0.1552], [0.0326, -0.0220, -0.0736], [-0.2246, 0.0021, -0.0556], [-0.1836, 0.2298, -0.2780], [0.3400, 0.8552, 1.0118], [-0.3802, 0.6816, 0.1103], [0.8007, -0.3473, -0.1915], [0.4711, 0.2785, -0.0391], [0.0045, -0.0549, 0.1357], [0.1337, 0.1552, 0.2485], [-0.1272, 0.0341, 0.0004], [0.7836, -0.4076, 0.3670], [0.0901, 0.3406, 0.1602]],
  "mulliken_charge": [-0.5807, -0.3521, -0.7951, -1.6301, 0.4252, 0.8395, -0.4127, -1.1893, 0.7096, -0.8262, -0.6897, -1.2869, -1.7626, 0.0277, 0.0815, 0.2992, 0.3775, 0.4196, 0.4034, 0.4616, 0.3199, 0.2605, 0.3368, 0.4715, 0.4096, 0.4603, 0.3697, 0.2670, 0.6418, 0.4683, 0.3510, 0.3888, 0.4392, 0.2964],
  "energy_ev": -16863.3026,
  "orbital_gap_ev": 9.945,
  "de_lowest_kcal_mol": 5.91
}